A structure of composition C21H24FN3O2 at a distorted geometry, computed with the ωB97M-V functional and the def2-TZVPD basis.

Geometry as XYZ:
```
51
Properties=species:S:1:pos:R:3:lowdin_charge:R:1
O -3.429 1.445 2.118 0.0248
C -2.604 1.653 1.242 -0.5506
N -1.391 1.365 1.355 0.0689
H -0.589 1.331 0.555 0.1835
C -0.553 0.859 2.525 -0.2174
C 0.540 1.441 2.948 -0.2302
C 1.773 0.710 3.222 -0.1879
C 2.845 1.699 3.397 -0.0195
C 2.761 3.034 3.505 -0.1774
C 1.580 3.663 3.430 -0.0153
C 0.231 2.882 2.959 0.1205
H -0.571 3.432 2.718 0.0543
H 1.679 4.789 3.494 0.1065
H 3.532 3.553 3.877 0.0708
H 3.805 1.176 3.574 0.1172
F 1.784 -0.584 3.075 0.0986
H -1.425 0.833 3.388 0.1829
H -0.483 -0.411 2.492 0.1865
C -3.076 2.124 -0.271 0.0755
H -2.221 2.422 -0.721 0.0416
H -3.779 2.722 -0.268 -0.0026
C -3.534 0.616 -1.161 -0.0720
C -2.429 -0.260 -1.343 -0.2705
C -2.868 -1.701 -1.936 -0.0795
H -3.678 -1.768 -1.578 0.0197
C -1.641 -2.451 -1.994 -0.1491
H -1.733 -3.441 -2.495 0.1420
H -1.455 -2.717 -1.071 0.0763
C -0.389 -2.039 -2.755 0.0134
N -0.056 -0.658 -2.108 -0.0424
C 0.829 -0.340 -1.344 -0.5052
O 0.989 0.660 -0.647 0.0397
C 2.005 -1.354 -1.246 -0.0881
C 2.637 -1.896 -0.048 -0.0159
C 3.671 -2.759 -0.066 -0.1328
C 4.004 -2.987 -1.290 -0.2153
N 3.850 -2.343 -2.509 0.1340
C 2.671 -1.888 -2.277 -0.2571
H 2.448 -1.286 -3.400 0.1832
H 4.938 -3.802 -1.413 0.1568
H 3.990 -3.233 1.030 0.1896
H 1.890 -1.890 0.870 0.1505
C -1.125 0.224 -2.253 -0.0737
H -0.668 1.207 -1.833 0.1382
H -1.532 0.422 -3.384 0.1812
H 0.486 -2.474 -2.585 0.0557
H -0.578 -1.729 -3.703 0.1033
H -3.061 -1.302 -2.808 0.0751
H -1.949 -0.366 -0.422 0.1066
H -4.313 0.200 -0.720 0.0587
H -3.807 1.218 -2.125 0.1469
```

Net charge: 0
Spin multiplicity: 1
M (g mol⁻¹): 369.44
ΔE to the lowest compared entry with this formula, charge and spin (eV): 17.589
E_LUMO (eV): 0.10
HOMO-LUMO gap (eV): 8.685

The molecule C21H24FN3O3S, computed with the ωB97M-V functional and the def2-TZVPD basis.

Geometry as XYZ:
```
53
Properties=species:S:1:pos:R:3:lowdin_charge:R:1
C -5.411 -0.585 1.966 -0.0296
C -4.056 -0.925 1.437 -0.2127
C -2.952 -0.110 1.642 -0.0329
C -1.718 -0.408 1.092 -0.0196
C -1.561 -1.542 0.304 -0.2240
N -0.319 -1.859 -0.286 -0.0006
C 0.891 -1.737 0.500 -0.0398
C 1.619 -0.448 0.085 -0.4463
O 1.032 0.467 -0.463 0.0542
N 2.920 -0.422 0.399 0.1064
C 3.811 0.660 0.028 -0.2874
C 4.857 0.184 -0.994 -0.1351
C 6.080 -0.163 -0.150 -0.1961
C 6.094 0.950 0.893 -0.1938
C 4.617 1.151 1.249 -0.1297
C -0.116 -1.987 -1.633 -0.4212
O 0.942 -2.390 -2.071 0.0876
C -1.222 -1.450 -2.529 -0.0567
N -1.490 -0.084 -2.139 0.0964
C -2.728 0.306 -1.746 -0.5326
O -3.722 -0.381 -1.909 0.0463
C -2.797 1.631 -1.120 -0.4441
C -1.818 2.504 -0.728 -0.1133
C -2.338 3.647 -0.093 -0.1780
C -3.696 3.623 -0.007 -0.4013
S -4.372 2.208 -0.697 1.0844
C -2.638 -2.402 0.123 0.0629
C -3.857 -2.075 0.680 -0.2261
F -4.888 -2.925 0.502 0.0792
H -5.890 -1.466 2.391 0.0827
H -6.038 -0.229 1.148 0.0853
H -5.349 0.193 2.722 0.0798
H -3.065 0.790 2.228 0.1206
H -0.888 0.266 1.235 0.1144
H 1.529 -2.603 0.304 0.1302
H 0.633 -1.700 1.560 0.1408
H 3.353 -1.248 0.782 0.1516
H 3.168 1.439 -0.386 0.1421
H 5.098 1.001 -1.674 0.1173
H 4.485 -0.653 -1.583 0.1175
H 5.948 -1.133 0.333 0.1086
H 6.996 -0.197 -0.738 0.1075
H 6.497 1.860 0.448 0.1103
H 6.697 0.702 1.765 0.1055
H 4.349 0.552 2.121 0.1102
H 4.396 2.191 1.483 0.1086
H -2.160 -2.005 -2.452 0.1229
H -0.861 -1.494 -3.562 0.1346
H -0.685 0.455 -1.848 0.1128
H -0.765 2.336 -0.867 0.1017
H -1.729 4.450 0.284 0.1006
H -4.342 4.363 0.423 0.0604
H -2.538 -3.309 -0.453 0.1377
```

Net charge: 0
SMILES: Cc1ccc(N(CC(=O)NC2CCCC2)C(=O)CNC(=O)c2cccs2)cc1F
Spin multiplicity: 1
M (g mol⁻¹): 417.51
ΔE to the lowest compared entry with this formula, charge and spin (eV): 0.074
E_LUMO (eV): 0.55
HOMO-LUMO gap (eV): 9.081

The molecule C21H24FN5O, computed with the ωB97M-V functional and the def2-TZVPD basis.

Geometry as XYZ:
```
52
Properties=species:S:1:pos:R:3:lowdin_charge:R:1
C 2.626 6.031 -3.547 -0.0406
C 1.814 5.078 -2.747 -0.3487
C 2.258 3.968 -2.009 0.0396
C 1.116 3.428 -1.447 -0.1400
C 0.986 2.243 -0.569 -0.4320
O 1.534 1.186 -0.807 0.0996
N 0.212 2.460 0.526 0.1187
C -0.058 1.425 1.519 -0.2300
C 1.234 1.012 2.247 -0.0856
C 1.152 -0.360 2.934 -0.5385
C 0.009 -0.403 3.950 -0.0309
C 2.474 -0.624 3.659 -0.0483
C 0.946 -1.443 1.857 -0.0722
C -0.191 -1.052 0.989 -0.1399
C -0.669 0.233 0.860 -0.1373
C -1.797 0.119 0.030 -0.0725
N -2.000 -1.133 -0.310 0.0960
N -1.020 -1.849 0.263 -0.0354
C -0.989 -3.232 0.071 -0.1709
C 0.203 -3.949 0.064 -0.0200
C 0.183 -5.319 -0.128 -0.0703
C -1.011 -5.991 -0.327 -0.0165
C -2.183 -5.255 -0.341 -0.2688
F -3.352 -5.894 -0.544 0.0621
C -2.198 -3.889 -0.145 0.0641
N 0.082 4.203 -1.864 -0.1600
C -1.325 4.015 -1.645 -0.0149
N 0.499 5.188 -2.653 0.1191
H 3.185 5.499 -4.315 0.0771
H 3.339 6.552 -2.908 0.0763
H 1.971 6.758 -4.018 0.0735
H 3.261 3.613 -1.894 0.1127
H -0.098 3.397 0.722 0.1386
H -0.772 1.859 2.228 0.1557
H 2.029 0.968 1.500 0.1197
H 1.495 1.778 2.979 0.1278
H 0.100 0.417 4.659 0.0886
H -0.958 -0.330 3.458 0.0848
H 0.036 -1.338 4.506 0.0879
H 2.623 0.099 4.458 0.0848
H 3.313 -0.550 2.971 0.0861
H 2.475 -1.621 4.097 0.0856
H 1.859 -1.515 1.258 0.1326
H 0.763 -2.413 2.326 0.1305
H -2.460 0.887 -0.317 0.1048
H 1.144 -3.438 0.177 0.1044
H 1.111 -5.869 -0.133 0.1080
H -1.042 -7.057 -0.479 0.1157
H -3.119 -3.332 -0.169 0.1189
H -1.854 4.422 -2.506 0.0929
H -1.664 4.546 -0.751 0.0876
H -1.548 2.953 -1.545 0.0797
```

Net charge: 0
SMILES: Cc1cc(C(=O)N[C@@H]2CC(C)(C)Cc3c2cnn3-c2cccc(F)c2)n(C)n1
Spin multiplicity: 1
M (g mol⁻¹): 381.45
ΔE to the lowest compared entry with this formula, charge and spin (eV): 0.091
E_LUMO (eV): 0.50
HOMO-LUMO gap (eV): 9.115

A structure of composition C21H24GdN2OP2S at a distorted geometry, computed with the ωB97M-V functional and the def2-TZVPD basis.

Geometry as XYZ:
```
52
Properties=species:S:1:pos:R:3:lowdin_spin:R:1
C 1.754 -3.657 -0.892 0.0016
C 1.402 -2.505 -0.190 -0.0083
C 1.415 -1.258 -0.897 0.0059
C 1.778 -1.231 -2.258 -0.0105
C 2.121 -2.395 -2.926 0.0020
C 2.110 -3.614 -2.255 -0.0137
C 1.557 0.017 -3.072 -0.0046
C 1.721 1.247 -2.178 -0.0114
C 1.472 1.150 -0.804 0.0041
C 1.522 2.323 0.027 -0.0102
C 1.811 3.553 -0.559 0.0019
C 2.175 3.615 -1.906 -0.0137
C 2.150 2.474 -2.700 0.0025
H 1.705 -4.630 -0.393 0.0003
H 2.403 -2.299 -3.978 0.0004
H 2.371 -4.530 -2.798 -0.0007
H 2.262 0.090 -3.961 -0.0013
H 1.731 4.473 0.015 0.0004
H 2.381 4.571 -2.373 -0.0007
H 2.500 2.493 -3.742 0.0004
N 1.001 -0.071 -0.269 -0.0885
Gd -1.351 -0.031 -0.059 7.3011
C 0.867 -2.558 1.237 -0.0053
H 1.343 -1.780 1.857 -0.0005
H 1.028 -3.562 1.635 -0.0009
C 0.995 2.244 1.435 -0.0055
H 1.432 1.386 1.964 -0.0004
H 1.168 3.180 1.976 -0.0008
P -0.969 -2.319 1.308 -0.0434
P -0.862 2.036 1.528 -0.0464
C -1.501 3.664 1.141 -0.0096
H -2.596 3.607 1.205 -0.0001
H -1.102 4.338 1.906 -0.0022
H -1.208 3.988 0.137 0.0000
C -1.186 1.763 3.270 -0.0092
H -0.814 2.649 3.794 -0.0022
H -2.272 1.659 3.390 -0.0001
H -0.684 0.851 3.621 0.0000
C -1.636 -3.785 0.497 -0.0072
H -1.336 -4.649 1.103 -0.0018
H -2.730 -3.696 0.470 -0.0001
H -1.261 -3.885 -0.528 0.0001
C -1.374 -2.463 3.055 -0.0103
H -2.469 -2.373 3.138 0.0000
H -1.028 -3.458 3.371 -0.0022
H -0.884 -1.656 3.623 0.0000
C -2.141 2.113 -1.763 0.0059
O -2.731 2.877 -2.404 0.0012
H 0.577 -0.094 -3.563 -0.0024
S -6.313 0.205 0.053 -0.0032
C -4.752 0.032 -0.094 0.0018
N -3.552 -0.099 -0.192 -0.0120
```

Net charge: +1
Spin multiplicity: 8
M (g mol⁻¹): 571.70
ΔE to the lowest compared entry with this formula, charge and spin (eV): 0.000
E_LUMO (spin up / spin down) (eV): -4.76 / -3.49
HOMO-LUMO gap (spin up / spin down) (eV): 5.247 / 6.692

A structure of composition C21H24IrN5O4Sb at a distorted geometry, computed with the ωB97M-V functional and the def2-TZVPD basis.

Geometry as XYZ:
```
56
Properties=species:S:1:pos:R:3:lowdin_charge:R:1
Ir -0.091 -0.392 -0.194 1.4435
C -2.949 -1.421 -2.119 -0.0210
C -3.154 -0.874 -0.735 -0.2556
C -4.453 -0.967 -0.244 -0.0204
C -4.772 -0.536 1.018 -0.0266
C -3.765 0.007 1.794 -0.1060
C -2.484 0.104 1.293 -0.4074
N -2.167 -0.317 0.025 -0.0341
Sb -1.039 0.879 2.681 1.6042
C -0.601 2.232 1.112 -0.4185
C -0.754 3.594 1.288 -0.0973
C -0.331 4.465 0.307 -0.0319
C 0.280 3.930 -0.802 -0.0157
C 0.413 2.558 -0.971 -0.2474
C 1.176 2.114 -2.180 -0.0129
N -0.076 1.690 -0.030 -0.0721
C 1.045 0.310 2.554 -0.4185
C 1.689 0.175 3.769 -0.1092
C 3.010 -0.253 3.801 -0.0316
C 3.659 -0.471 2.610 -0.0174
C 2.987 -0.299 1.402 -0.2907
C 3.760 -0.439 0.125 -0.0190
N 1.683 0.043 1.377 0.0122
H -3.353 -0.722 -2.854 0.1066
H -1.917 -1.585 -2.367 0.0377
H -3.509 -2.352 -2.219 0.0954
H -5.205 -1.411 -0.884 0.1263
H -5.781 -0.639 1.399 0.1247
H -3.966 0.344 2.804 0.0938
H -1.185 3.964 2.210 0.1003
H -0.435 5.537 0.420 0.1236
H 0.681 4.575 -1.571 0.1213
H 1.662 2.978 -2.627 0.0931
H 1.940 1.381 -1.910 0.0791
H 0.517 1.672 -2.915 0.0794
H 1.154 0.380 4.689 0.0937
H 3.524 -0.402 4.743 0.1208
H 4.699 -0.771 2.588 0.1242
H 4.603 0.255 0.142 0.0955
H 4.170 -1.447 0.031 0.0976
H 3.152 -0.238 -0.746 0.0301
N 0.018 -2.453 -0.386 -0.0518
N 0.335 -3.113 0.811 0.0486
C -0.072 -2.502 1.996 -0.6648
O 0.064 -3.025 3.070 0.1110
O -0.605 -1.330 1.726 -0.3426
H -0.830 -2.828 -0.809 0.1245
H 0.805 -2.550 -1.028 0.0978
H 0.519 -4.101 0.792 0.1573
C 0.890 -0.870 -4.233 0.0312
C 0.812 -0.783 -2.743 -0.6728
O 1.713 -1.169 -1.994 -0.0545
O -0.272 -0.256 -2.215 -0.2249
H 1.175 -1.881 -4.522 0.0972
H 1.679 -0.198 -4.576 0.1019
H -0.050 -0.592 -4.704 0.0918
```

Net charge: +1
Spin multiplicity: 1
M (g mol⁻¹): 724.43
E_LUMO (eV): -2.93
HOMO-LUMO gap (eV): 8.545

A structure of composition C21H24KN7O2S3, computed with the ωB97M-V functional and the def2-TZVPD basis.

Geometry as XYZ:
```
58
Properties=species:S:1:pos:R:3:lowdin_charge:R:1
K 0.760 -0.640 0.666 0.3931
C 5.628 -2.088 2.183 -0.2131
C 4.424 -1.620 1.367 -0.8705
S 3.293 -0.648 2.322 0.2508
C 4.331 -1.960 0.060 -0.8861
C 5.419 -2.788 -0.600 -0.2122
S 3.050 -1.550 -1.093 0.2375
H 5.508 -1.763 3.214 0.0118
H 6.573 -1.674 1.808 0.0552
H 5.735 -3.181 2.186 0.0525
H 6.226 -3.084 0.074 0.0320
H 5.857 -2.228 -1.434 0.0427
H 4.985 -3.693 -1.038 0.0428
O -1.623 -0.627 1.342 -0.2102
C -2.600 -1.424 1.337 -0.4107
C -3.381 -1.646 2.522 -0.0343
C -4.474 -2.474 2.555 -0.1425
C -4.879 -3.165 1.408 -0.1595
C -4.143 -2.993 0.249 -0.0920
C -3.024 -2.157 0.161 -0.0843
C -2.297 -2.063 -1.111 -0.2651
N -1.198 -1.395 -1.428 0.0843
C -0.931 -1.668 -2.745 -0.1605
C -1.871 -2.503 -3.259 -0.1212
N -2.738 -2.747 -2.218 0.0688
H -3.054 -1.112 3.407 0.1041
H -5.022 -2.597 3.485 0.0841
H -5.736 -3.827 1.420 0.0706
H -4.477 -3.557 -0.617 0.0808
H -0.058 -1.265 -3.230 0.0737
H -1.991 -2.949 -4.231 0.0864
H -3.538 -3.347 -2.250 0.1154
C 1.178 3.391 2.795 -0.2408
S -0.028 2.076 2.568 0.8715
O -0.811 1.977 3.828 -0.5186
C -1.138 2.868 1.399 -0.3572
C -0.741 3.816 0.466 -0.1078
C -1.665 4.305 -0.448 -0.1003
C -2.972 3.843 -0.434 -0.1052
C -3.359 2.884 0.494 -0.0766
C -2.445 2.392 1.411 -0.0757
H 0.699 4.339 3.040 0.0566
H 1.797 3.459 1.900 0.0529
H 1.801 3.045 3.618 0.0534
H 0.285 4.150 0.418 0.0845
H -1.350 5.037 -1.183 0.0964
H -3.687 4.217 -1.158 0.0908
H -4.371 2.499 0.493 0.1008
H -2.715 1.619 2.119 0.1005
N 2.733 1.666 -4.493 0.1020
N 1.935 1.816 -3.371 -0.3053
N 0.867 1.077 -3.137 0.1319
C 0.546 1.481 -1.921 -0.2315
N 1.388 2.425 -1.460 0.0385
N 2.263 2.631 -2.400 0.0624
H 2.109 1.614 -5.288 0.0773
H 3.200 0.768 -4.398 0.0880
H -0.274 1.041 -1.372 0.0871
```

Net charge: -2
Spin multiplicity: 1
M (g mol⁻¹): 541.77
ΔE to the lowest compared entry with this formula, charge and spin (eV): 0.768
E_LUMO (eV): 4.14
HOMO-LUMO gap (eV): 3.617